# 1
C36H73BrNO20S2 | the ωB97M-V functional and the def2-TZVPD basis

Results
Calculated total energy: -172662.79814 eV
Charge: -1
Largest force on an atom: 7.1 eV/A

Atoms and positions in Å:
C1 2.8773 2.1782 1.2777
C2 2.6410 2.8434 -0.2385
O1 2.4975 4.2925 -0.0205
C3 1.5831 4.9154 -0.9899
C4 0.3645 5.8037 -0.2665
O2 -0.3226 6.4988 -1.3683
C5 -1.7726 6.2513 -1.3664
S1 -2.2391 4.5218 -2.0326
O3 -3.7048 4.6504 -2.5172
O4 -1.2140 4.2694 -3.2063
N1 -1.9930 3.4223 -0.6992
S2 -2.7897 1.8882 -0.9392
O5 -1.7223 0.7553 -0.6783
O6 -3.3267 1.6388 -2.3683
C6 -4.0685 1.7101 0.4276
Br1 -5.1047 -0.0065 0.3516
C7 -5.0315 3.0551 0.4368
C8 -4.4732 4.2403 1.4300
H1 3.9228 2.5164 1.6883
H2 2.0337 2.6700 1.9582
H3 2.7529 1.0166 1.1993
H4 3.5550 2.6267 -0.9557
H5 1.6949 2.3222 -0.6908
H6 1.0332 4.1553 -1.7051
H7 2.1637 5.7042 -1.6717
H8 -0.3250 5.1428 0.4099
H9 0.8630 6.6063 0.4632
H10 -2.2788 7.0277 -2.1072
H11 -2.2727 6.4404 -0.3073
H12 -3.4689 1.6827 1.4593
H13 -6.1440 2.7948 0.7729
H14 -5.1018 3.4405 -0.6675
H15 -5.3797 4.9884 1.5956
H16 -4.0722 3.8114 2.4556
H17 -3.5530 4.8154 0.9389
O7 3.2873 0.2926 -1.1357
C9 4.0700 -0.5661 -0.7317
O8 4.9141 -0.2948 0.2885
C10 5.7402 -1.2718 0.9484
C11 7.0362 -1.4866 0.1913
C12 4.1653 -1.8958 -1.4198
H18 5.1894 -2.2019 1.1184
H19 5.9685 -0.8645 1.9396
H20 6.8560 -1.8783 -0.8135
H21 7.6819 -2.1894 0.7251
H22 7.5703 -0.5385 0.0698
H23 4.8020 -1.7977 -2.3030
H24 3.1605 -2.2001 -1.7294
H25 4.5429 -2.6955 -0.7852
O9 0.3679 9.8298 -7.9513
C13 0.3091 8.7613 -7.3446
O10 -0.8782 8.1389 -7.1714
C14 -1.0357 6.8122 -6.6352
C15 -1.0500 6.8381 -5.1192
C16 1.5358 8.1761 -6.7094
H26 -0.2802 6.1322 -7.0404
H27 -2.0034 6.4462 -6.9956
H28 -0.1066 7.2137 -4.7134
H29 -1.2231 5.8354 -4.7188
H30 -1.8384 7.5049 -4.7551
H31 1.7061 8.6609 -5.7446
H32 2.3911 8.3648 -7.3659
H33 1.4903 7.0972 -6.5723
O11 -6.9127 -1.7169 2.9786
C17 -6.1300 -2.5757 3.3826
O12 -5.2859 -2.3043 4.4028
C18 -4.4598 -3.2813 5.0627
C19 -3.1638 -3.4961 4.3056
C20 -6.0347 -3.9053 2.6944
H34 -5.0106 -4.2115 5.2327
H35 -4.2315 -2.8740 6.0539
H36 -3.3440 -3.8878 3.3007
H37 -2.5181 -4.1989 4.8394
H38 -2.6297 -2.5480 4.1841
H39 -5.3980 -3.8072 1.8113
H40 -7.0395 -4.2096 2.3849
H41 -5.6571 -4.7050 3.3291
O13 4.1622 -4.9969 -1.4154
C21 2.9691 -5.2633 -1.5529
O14 2.0809 -4.9357 -0.5881
C22 0.6515 -5.0424 -0.7221
C23 0.1805 -6.4484 -0.4054
C24 2.4924 -6.0343 -2.7482
H42 0.3220 -4.6967 -1.7066
H43 0.2202 -4.3481 0.0076
H44 0.6006 -7.1805 -1.1005
H45 -0.9101 -6.5098 -0.4569
H46 0.5039 -6.7437 0.5981
H47 2.6629 -7.1007 -2.5784
H48 3.0658 -5.7102 -3.6224
H49 1.4450 -5.8670 -2.9928
O15 -8.6813 -4.7137 4.1623
C25 -9.1131 -4.0168 5.0794
O16 -9.3090 -4.5481 6.3067
C26 -9.6408 -3.7882 7.4835
C27 -11.1346 -3.5415 7.5665
C28 -9.5144 -2.5926 4.8316
H50 -9.0554 -2.8651 7.5335
H51 -9.3306 -4.3954 8.3411
H52 -11.4934 -2.9509 6.7191
H53 -11.3864 -3.0105 8.4886
H54 -11.6811 -4.4901 7.5446
H55 -10.5208 -2.5727 4.4051
H56 -8.8100 -2.1517 4.1192
H57 -9.4822 -1.9637 5.7194
O17 2.8874 -7.1772 -5.7073
C29 4.0056 -7.2525 -6.2145
O18 4.5046 -8.4504 -6.5928
C30 5.7168 -8.6297 -7.3483
C31 6.9285 -8.6327 -6.4368
C32 4.8702 -6.0328 -6.3394
H58 5.7924 -7.8905 -8.1515
H59 5.6346 -9.6069 -7.8368
H60 7.0417 -7.6794 -5.9133
H61 7.8405 -8.8224 -7.0095
H62 6.8272 -9.4054 -5.6677
H63 5.3674 -5.8463 -5.3839
H64 4.2329 -5.1788 -6.5893
H65 5.6146 -6.0983 -7.1310
O19 3.4453 3.5060 3.5155
C33 4.4257 4.0650 4.0049
O20 5.1422 3.4592 4.9778
C34 6.3967 3.9434 5.4917
C35 6.1750 4.9829 6.5730
C36 4.7899 5.4620 3.5968
H66 7.0401 4.3035 4.6831
H67 6.9069 3.0773 5.9276
H68 5.6520 5.8618 6.1862
H69 7.1295 5.3077 6.9962
H70 5.5535 4.5734 7.3761
H71 4.1681 6.1708 4.1499
H72 4.5991 5.5721 2.5247
H73 5.8404 5.7057 3.7450

Atom charges from the Löwdin analysis, given in e for atoms 1 to 2: -0.08 -0.24

# 2
C36H73N4O5 | the ωB97M-V functional and the def2-TZVPD basis

Results
Calculated total energy: -54705.63055 eV
Charge: +1
Largest force on an atom: 2.1 eV/A

Atoms and positions in Å:
C1 5.8111 -1.1198 -3.9248
C2 4.4595 -1.1138 -3.1378
C3 3.6751 0.2109 -3.3743
C4 2.1189 0.0282 -3.5115
C5 1.4186 1.0536 -2.5984
C6 -0.1051 1.2581 -2.8884
C7 -0.5940 0.7511 -4.2561
N1 -0.0282 1.6369 -5.2938
C8 -0.9401 2.7139 -5.6630
C9 -0.8613 0.4317 -1.8215
N2 -0.8185 1.0863 -0.4877
C10 -1.1955 -0.0374 0.4776
C11 -1.6408 0.4283 1.8743
C12 -0.9283 -0.4733 2.9318
O1 -3.0405 0.2955 2.0899
C13 -1.8285 2.1775 -0.4121
C14 -3.3113 1.7918 -0.5947
C15 -4.1571 2.8067 0.2295
O2 -3.7346 1.9398 -1.9606
C16 0.6073 1.4753 -0.1335
C17 0.8965 2.9822 -0.0368
C18 2.2515 3.2823 0.6697
C19 2.2679 4.8050 0.9660
O3 2.3607 2.5954 1.9043
C20 3.4905 1.7312 1.9767
C21 4.8361 2.4166 1.8257
C22 5.7071 1.8830 0.8954
C23 6.9465 2.4277 0.6325
C24 7.3171 3.5665 1.3286
C25 6.4675 4.0932 2.2676
C26 5.2300 3.5426 2.5259
C27 1.6799 0.8276 -1.0583
C28 1.9695 -0.6680 -0.6875
H1 6.6507 -1.2344 -3.2295
H2 5.8503 -1.9176 -4.6740
H3 5.9857 -0.1759 -4.4542
H4 3.8814 -2.0101 -3.3775
H5 4.7630 -1.1213 -2.0828
H6 3.9372 0.9548 -2.6121
H7 4.0458 0.6203 -4.3224
H8 1.9182 0.2306 -4.5675
H9 1.8161 -1.0095 -3.3286
H10 1.9035 2.0143 -2.8319
H11 -0.3246 2.3304 -2.8203
H12 -0.3594 -0.3002 -4.4484
H13 -1.6878 0.9115 -4.2881
H14 0.2745 1.1030 -6.0970
H15 -1.9410 2.3269 -5.9203
H16 -1.0264 3.4823 -4.8841
H17 -0.5167 3.2197 -6.5393
H18 -0.4770 -0.5906 -1.7626
H19 -1.8824 0.3231 -2.2079
H20 -2.0138 -0.5736 -0.0197
H21 -0.3890 -0.7596 0.5900
H22 -1.3176 1.4493 2.1313
H23 0.1216 -0.6416 2.6603
H24 -0.9208 0.0672 3.8843
H25 -1.4711 -1.4224 3.0161
H26 -3.1548 -0.1143 2.9575
H27 -1.7614 2.7644 0.5049
H28 -1.5801 2.8930 -1.2082
H29 -3.5953 0.7861 -0.2814
H30 -5.1109 2.9524 -0.2807
H31 -3.6363 3.7786 0.1702
H32 -4.2497 2.5210 1.2801
H33 -3.4048 2.7973 -2.2619
H34 0.8335 1.0591 0.8559
H35 0.9936 3.3806 -1.0590
H36 0.1770 3.5827 0.5267
H37 3.0699 3.1029 -0.0389
H38 2.4922 5.3631 0.0521
H39 1.3230 5.1132 1.4310
H40 3.0330 4.9868 1.7270
H41 3.4666 1.2900 2.9855
H42 3.4144 0.8723 1.2892
H43 5.4033 1.0027 0.3228
H44 7.5808 1.9604 -0.1164
H45 8.2802 4.0183 1.1050
H46 6.7480 4.9936 2.8116
H47 4.5414 3.9729 3.2503
H48 2.6578 1.2878 -0.8959
H49 3.0346 -0.8901 -0.7987
H50 1.7478 -0.8054 0.3798
H51 1.4283 -1.3845 -1.3108
C29 -3.8565 -5.0256 -3.8613
C30 -4.4386 -3.8637 -3.0617
C31 -3.4790 -2.6729 -2.9102
O4 -2.4320 -2.8649 -1.9673
C32 -1.3380 -3.6302 -2.4454
N3 -4.8959 -4.3652 -1.7621
H52 -3.1604 -5.6265 -3.2762
H53 -4.6538 -5.6938 -4.1859
H54 -3.3368 -4.6704 -4.7541
H55 -5.3129 -3.5005 -3.6095
H56 -4.0568 -1.8239 -2.5327
H57 -3.0676 -2.3657 -3.8811
H58 -1.1455 -3.4483 -3.5067
H59 -1.5037 -4.6938 -2.2699
H60 -0.4525 -3.3394 -1.8752
H61 -5.3895 -3.6225 -1.2739
H62 -4.0723 -4.5310 -1.1885
C33 -3.1488 -4.3739 7.9123
C34 -2.7534 -2.9003 7.9289
C35 -3.4547 -2.0572 6.8519
O5 -2.9497 -2.2311 5.5353
C36 -3.4173 -3.3928 4.8689
N4 -1.2930 -2.8008 7.8349
H63 -2.6529 -4.9292 7.1163
H64 -2.8657 -4.8487 8.8516
H65 -4.2279 -4.4923 7.7924
H66 -3.0572 -2.4953 8.8984
H67 -3.2860 -1.0035 7.0898
H68 -4.5408 -2.2122 6.8684
H69 -4.4510 -3.6270 5.1342
H70 -2.7710 -4.2463 5.0811
H71 -3.3685 -3.2045 3.7946
H72 -1.0176 -1.8307 7.9635
H73 -1.0329 -3.0045 6.8728

Atom charges from the Löwdin analysis, given in e for atoms 1 to 2: -0.10 -0.24